{
  "formula": "C16H11CrFN6S3",
  "method": "ωB97M-V/def2-TZVPD",
  "symbols": ["Cr", "C", "C", "N", "N", "C", "N", "S", "C", "C", "C", "C", "C", "N", "H", "H", "H", "H", "H", "H", "H", "H", "H", "S", "C", "C", "C", "C", "N", "C", "C", "C", "S", "C", "N", "H", "H", "F"],
  "xyz": [[0.212, -1.364, -0.201], [4.005, -0.182, 1.486], [2.614, -0.646, 1.206], [2.204, -0.956, 0.020], [3.072, -0.886, -1.009], [2.509, -1.161, -2.179], [3.343, -1.018, -3.244], [0.881, -1.596, -2.495], [1.603, -0.781, 2.264], [1.878, -0.621, 3.620], [0.854, -0.794, 4.536], [-0.414, -1.128, 4.089], [-0.615, -1.276, 2.726], [0.363, -1.101, 1.849], [4.382, 0.347, 0.613], [4.672, -1.029, 1.667], [4.038, 0.476, 2.351], [4.326, -0.934, -3.055], [3.041, -1.371, -4.132], [2.876, -0.374, 3.948], [1.049, -0.671, 5.593], [-1.237, -1.271, 4.774], [-1.580, -1.527, 2.301], [-2.132, -1.477, -0.584], [-2.506, 0.113, -1.208], [-3.752, 0.322, -1.799], [-4.128, 1.560, -2.306], [-5.421, 1.720, -2.895], [-6.460, 1.843, -3.374], [-3.227, 2.634, -2.229], [-1.982, 2.434, -1.649], [-1.600, 1.197, -1.129], [-0.039, 1.044, -0.373], [-3.568, 3.926, -2.738], [-3.829, 4.967, -3.153], [-4.445, -0.506, -1.863], [-1.286, 3.260, -1.594], [0.297, -3.176, 0.165]],
  "atomic_forces_ev_per_a": [[-0.5, 0.0, -0.5], [0.0, 0.0, 0.0], [0.0, 0.0, -0.2], [0.2, 0.0, 0.2], [0.1, 0.0, 0.0], [-0.1, 0.2, -0.1], [0.0, -0.1, 0.1], [0.1, 0.0, 0.1], [-0.1, -0.1, 0.1], [0.0, 0.0, -0.1], [-0.1, 0.0, 0.0], [0.0, 0.0, 0.0], [0.0, 0.1, 0.0], [0.1, 0.1, 0.2], [0.0, 0.0, 0.0], [0.0, 0.0, 0.0], [0.0, 0.0, 0.0], [0.0, 0.0, 0.0], [0.0, 0.0, 0.0], [0.0, 0.0, 0.0], [0.0, 0.0, 0.0], [0.0, 0.0, 0.0], [0.0, 0.0, 0.0], [0.2, 0.0, 0.1], [0.0, 0.0, 0.0], [0.0, 0.1, 0.0], [0.1, -0.1, 0.1], [-0.1, 0.1, -0.1], [0.0, 0.0, 0.0], [0.0, -0.1, 0.1], [0.0, 0.0, 0.0], [0.0, -0.1, 0.1], [0.0, -0.1, 0.0], [-0.1, 0.1, -0.1], [0.0, 0.0, 0.0], [0.0, 0.0, 0.0], [0.0, 0.0, 0.0], [0.1, 0.0, 0.0]],
  "nbo_charge": [0.876, -0.669, 0.202, -0.205, -0.453, 0.293, -0.789, -0.135, 0.200, -0.242, -0.153, -0.261, 0.099, -0.419, 0.257, 0.228, 0.210, 0.390, 0.398, 0.219, 0.213, 0.221, 0.235, -0.180, -0.156, -0.175, -0.194, 0.298, -0.349, -0.122, -0.186, -0.156, -0.239, 0.300, -0.354, 0.227, 0.225, -0.655],
  "lumo_ev": [1.98, 1.85],
  "spin_multiplicity": 4,
  "homo_energy_ha": [-0.15698, -0.16403],
  "orbital_gap_ev": [6.2, 6.3],
  "charge": -1
}